The following is a quantum chemistry calculation of one molecule with the formula C26H30N4O5S at a distorted geometry, from the Open Molecules 2025 dataset.

The gap between HOMO and LUMO comes out at 7.856 eV. The lowest unoccupied orbital energy is 0.469 eV. The total charge is 0. Its relative energy (zero: lowest compared OMol25 entry of this formula, charge and spin) is 0.282 eV. The largest force on an atom is 1.30 eV/A. The structure (SMILES) is COc1ccc(N2CCN(C(=O)CCCCCn3c(=S)[nH]c4cc5c(cc4c3=O)OCO5)CC2)cc1. The HOMO energy comes out at -7.4 eV.

Geometry as XYZ:
```
66
Properties=species:S:1:pos:R:3:mulliken_charge:R:1
C -8.23 -1.07 1.47 -0.821
O -7.83 -0.08 0.56 -0.467
C -6.48 0.10 0.36 0.791
C -5.47 -0.63 0.97 -0.414
C -4.14 -0.35 0.70 -0.825
C -3.78 0.65 -0.20 0.580
C -4.80 1.37 -0.82 -0.394
C -6.13 1.10 -0.54 -0.887
H -6.91 1.67 -1.02 0.407
H -4.58 2.14 -1.54 0.386
N -2.44 0.91 -0.44 0.438
C -1.44 -0.13 -0.30 -1.058
H -0.97 -0.08 0.69 0.174
C -0.37 0.03 -1.37 -0.728
N 0.30 1.31 -1.21 0.513
C 1.65 1.35 -1.18 0.463
O 2.31 0.35 -1.38 -0.649
C 2.28 2.71 -0.95 -0.962
H 1.74 3.26 -0.18 0.373
C 3.75 2.58 -0.56 -0.550
H 4.13 1.65 -0.99 0.187
C 3.95 2.56 0.96 -0.593
C 5.32 2.00 1.36 -0.782
C 5.23 0.58 1.93 -1.492
N 4.47 -0.35 1.11 0.122
C 5.04 -0.85 -0.02 0.050
S 6.56 -0.47 -0.51 -0.337
N 4.32 -1.75 -0.74 0.041
C 3.07 -2.18 -0.43 0.358
C 2.48 -1.68 0.74 0.612
C 1.20 -2.09 1.14 -1.138
C 0.55 -2.98 0.33 0.914
C 1.14 -3.47 -0.84 0.918
C 2.39 -3.09 -1.24 -1.380
H 2.84 -3.47 -2.15 0.428
O 0.28 -4.33 -1.46 -0.515
C -0.88 -4.38 -0.64 -0.371
O -0.70 -3.52 0.47 -0.527
H -1.03 -5.41 -0.29 0.276
H -1.75 -4.06 -1.22 0.307
H 0.77 -1.69 2.05 0.487
C 3.19 -0.69 1.55 0.426
O 2.71 -0.18 2.55 -0.699
H 4.75 -2.05 -1.61 0.322
H 6.24 0.17 2.05 0.526
H 4.73 0.61 2.90 0.450
H 5.78 2.62 2.13 0.422
H 5.98 2.00 0.49 0.338
H 3.84 3.58 1.33 0.476
H 3.16 1.96 1.42 0.373
H 4.33 3.40 -0.99 0.448
H 2.18 3.26 -1.89 0.457
C -0.57 2.42 -0.87 -0.794
H -0.29 3.30 -1.45 0.535
C -2.03 2.08 -1.19 -1.285
H -2.65 2.93 -0.88 0.662
H -2.15 1.94 -2.27 0.336
H -0.49 2.66 0.20 0.342
H -0.82 -0.03 -2.37 0.154
H 0.39 -0.75 -1.29 -0.061
H -1.92 -1.11 -0.41 0.961
H -3.39 -0.92 1.22 0.422
H -5.70 -1.41 1.68 0.368
H -9.32 -1.04 1.47 0.237
H -7.90 -2.07 1.15 0.321
H -7.86 -0.87 2.48 0.330
```